{"formula": "C4H6N2S2", "method": "ωB97M-V/def2-TZVPD", "smiles": "C=NN1C[C@H](S)C1=S", "e_above_lowest_kj_mol": 410.2, "gap_ev": 8.7, "homo_ev": -8.4, "total_charge": 0, "symbols": ["C", "N", "N", "C", "C", "S", "C", "S", "H", "H", "H", "H", "H", "H"], "positions_angstrom": [[-1.5105, -2.1377, 1.9313], [-1.2152, -1.7498, 0.7529], [-0.1860, -0.7536, 0.6743], [0.5015, 0.2667, 1.5193], [1.0711, 0.8118, 0.1844], [0.1847, 2.4057, -0.1536], [0.2450, -0.2796, -0.5543], [0.2647, -0.7473, -2.1141], [-0.8991, -1.9208, 3.0622], [-2.3890, -2.8332, 1.8985], [1.2870, -0.2088, 2.1930], [-0.3304, 0.7649, 2.1467], [2.0808, 0.6784, -0.0503], [1.0244, 2.5413, -1.4405]]}